Molecular formula: CINOS
Method: DFT, ωB97M-V/def2-TZVPD

Each line ends with the Mulliken charge.
Atoms and positions in Å:
C (-0.31854, 0.04905, 0.39185)  0.70
N (0.65130, 0.54552, 0.90819)  -0.61
O (-1.14369, -0.42931, -0.23827)  -0.31
S (1.20755, -0.72846, -2.41283)  -0.35
I (2.11152, 0.55680, -0.71821)  0.57

Energy relative to the best compared isomer or geometry (same formula, charge and spin): 8.6 kcal/mol
LUMO energy: -2.1 eV
HOMO-LUMO gap: 6.87 eV